# 1
25
Properties=species:S:1:pos:R:3:lowdin_charge:R:1 method="wB97M-V/def2-TZVPD" largest_force_ha_per_bohr=0.1097 e_homo_ev=-12.40 charge=+1 energy_ha=-466.6325 orbital_gap_ev=9.1 e_above_lowest_kcal_mol=52.7 multiplicity=1
C 1.2498 -2.7789 -3.1490 -0.06
H -2.3296 1.3578 2.2249 0.12
C 1.4800 -0.9908 -1.5366 -0.38
H -1.4746 2.6537 4.1159 0.09
H 2.2336 -1.6143 -1.0554 0.14
H 0.1701 3.2843 3.8049 0.09
H -1.2278 3.6867 2.7702 0.08
H -0.6780 -1.3439 -1.2677 0.14
N -0.0407 0.2470 0.0076 -0.07
C -1.1889 0.1368 0.9047 -0.19
H 2.1859 -3.2620 -2.8688 0.11
H 0.6865 0.3888 0.6941 0.12
H 0.4279 -3.3280 -2.6898 0.10
H 0.3156 -1.7688 0.0533 0.12
C -1.4266 1.4509 1.6217 -0.25
O -0.3692 1.8439 2.4471 -0.18
O 1.2819 -1.4056 -2.8646 -0.48
H -1.6839 2.2548 0.9320 0.13
H 1.0526 -2.7735 -4.2210 0.11
H 1.9200 0.0036 -1.4610 0.01
Rb 1.0998 0.8450 -3.1572 1.30
C -0.7418 2.9003 3.3476 -0.08
H -2.1444 -0.1186 0.4468 0.13
H -0.9835 -0.6752 1.6023 0.13
C 0.1853 -0.9937 -0.7019 -0.22

---

# 2
25
Properties=species:S:1:pos:R:3:lowdin_charge:R:1 method="wB97M-V/def2-TZVPD" largest_force_ha_per_bohr=0.0737 e_homo_ev="-17.20 / -17.15" charge=+2 energy_ha=-466.2261 orbital_gap_ev="10.4 / 5.2" e_above_lowest_kcal_mol=0.0 multiplicity=2
H -0.7819 3.5351 -2.1938 0.12
C 1.3966 1.2883 0.3542 -0.11
H -2.3143 -1.2705 0.4334 0.15
C 1.4887 1.4224 -1.2000 -0.13
N 0.7269 0.0536 0.8232 0.06
H -1.1596 0.8055 1.0269 0.17
O -0.7221 -2.5120 0.3154 -0.32
O 0.2317 1.8691 -1.7483 -0.12
H -1.6938 -3.8007 1.7062 0.10
H 0.8307 3.8313 -1.4753 0.11
C -1.3342 -1.3098 0.9086 -0.15
C -0.0671 3.2144 -1.4359 -0.04
H -0.4650 3.3758 -0.4340 0.11
H -2.0877 -4.0102 0.0470 0.11
H -1.4574 -1.5065 1.9736 0.14
C -1.2485 -3.8038 0.7113 -0.05
H -0.4959 -4.5882 0.7923 0.10
C -0.6884 -0.0157 0.4868 -0.12
H -0.7671 0.0607 -0.5977 0.15
H 1.6951 0.4022 -1.5234 0.08
H 1.0453 -0.2841 1.7202 0.16
H 1.0290 2.2573 0.6919 0.15
H 2.4001 1.3043 0.7793 0.14
Rb 2.0701 -2.2080 -0.5197 1.04
H 2.3686 1.8896 -1.6423 0.16